[1]
Here is a 2-piece molecular cluster, C6H11NO overall from the Open Molecules 2025 dataset. Energies are from ωB97M-V with the def2-TZVPD basis set.

Each line ends with the natural charge from an NBO analysis.
Cartesian coordinates (Å):
C (-1.1845, -0.2401, 0.8265)  0.111
C (3.8904, 0.2192, -0.0751)  -0.546
C (2.5258, 0.2884, 0.6328)  -0.516
C (2.6917, -0.3294, -0.7131)  0.630
C (-2.2765, 0.7721, 1.3065)  -0.749
C (-2.6311, -0.6341, -1.2275)  -0.463
N (-1.3862, -0.7071, -0.3544)  -0.555
O (2.2077, -0.8714, -1.6080)  -0.490
H (4.1362, 1.1485, -0.5497)  0.223
H (4.7261, -0.2896, 0.2191)  0.231
H (2.5019, -0.3964, 1.4787)  0.238
H (2.0440, 1.1756, 0.7053)  0.227
H (-2.4361, 1.6810, 0.8238)  0.217
H (-1.9165, 1.0239, 2.3020)  0.224
H (-3.2480, 0.2448, 1.3364)  0.208
H (-3.6512, -1.0115, -0.7634)  0.207
H (-2.4631, -1.0895, -2.1818)  0.209
H (-2.7184, 0.4341, -1.3415)  0.206
H (-0.8123, -1.4185, -0.8167)  0.388

Computed properties:
DFT total energy: -365.0276 hartree
strongest force on any atom: 0.0917 Eh/bohr
total charge: 0
molecular weight: 113.16 g/mol
ΔE to the lowest compared entry with this formula, charge and spin: 535.3 kJ/mol



[2]
Here is C25H21ClGaN2O2 as an isolated structure from the Open Molecules 2025 dataset. Energies are from ωB97M-V with the def2-TZVPD basis set.

Each line ends with the natural charge from an NBO analysis.
Cartesian coordinates (Å):
C (1.1394, -2.2611, 0.5842)  -0.347
C (1.0783, -1.7949, -0.7646)  -0.340
C (-0.2929, -1.6869, -1.1263)  -0.375
H (1.9299, -1.5540, -1.4009)  0.182
C (-1.0738, -2.0631, 0.0007)  -0.308
C (-0.1942, -2.4305, 1.0537)  -0.317
H (-0.4959, -2.8001, 2.0346)  0.196
H (2.0445, -2.4718, 1.1424)  0.179
H (-0.6780, -1.3951, -2.1028)  0.185
H (-2.1578, -2.1081, 0.0288)  0.194
Ga (-0.4678, 1.6702, -1.5826)  1.566
Cl (1.2698, 1.4464, -0.3198)  -0.495
C (-0.2338, 2.7996, -3.2369)  -0.589
C (-1.5046, 2.0726, -3.4973)  -0.412
C (-1.1586, 0.8370, -4.1145)  -0.243
H (-2.4881, 2.5430, -3.4991)  0.254
C (0.2493, 0.7505, -4.2081)  -0.279
C (0.8315, 1.9143, -3.6652)  -0.264
H (1.8911, 2.1786, -3.6368)  0.242
H (-0.1701, 3.8820, -3.0734)  0.271
H (-1.8745, 0.1464, -4.5535)  0.233
H (0.7884, -0.0625, -4.6993)  0.233
O (-1.7513, 2.5894, -0.3110)  -0.808
C (-2.0439, 1.8693, 0.7251)  0.772
N (-2.5202, 2.4366, 1.8775)  -0.631
C (-2.3922, 1.4663, 2.9603)  -0.068
C (-2.1715, 0.1888, 2.1047)  0.672
O (-2.2170, -0.9580, 2.5690)  -0.594
N (-1.9344, 0.5388, 0.8048)  -0.605
C (-1.1449, 1.7933, 3.8254)  -0.022
C (-0.2364, 0.7891, 4.1766)  -0.146
C (0.8709, 1.0806, 4.9883)  -0.220
C (1.0668, 2.3763, 5.4646)  -0.224
C (0.1392, 3.3783, 5.1501)  -0.221
C (-0.9610, 3.0920, 4.3340)  -0.212
C (-3.6450, 1.3471, 3.8184)  0.089
C (-3.5402, 1.1000, 5.1938)  -0.228
C (-4.6908, 0.8812, 5.9589)  -0.212
C (-5.9518, 0.8971, 5.3562)  -0.227
C (-6.0592, 1.1373, 3.9785)  -0.212
C (-4.9065, 1.3709, 3.2134)  -0.225
H (-2.5362, 3.4505, 1.9333)  0.405
H (-0.4047, -0.2347, 3.8295)  0.253
H (1.5685, 0.2860, 5.2462)  0.214
H (1.9200, 2.6040, 6.1034)  0.206
H (0.2539, 4.3886, 5.5452)  0.205
H (-1.6990, 3.8697, 4.1041)  0.202
H (-2.5556, 1.0628, 5.6633)  0.229
H (-4.5702, 0.6826, 7.0242)  0.207
H (-6.8408, 0.7146, 5.9650)  0.205
H (-7.0391, 1.1268, 3.5017)  0.207
H (-5.0017, 1.5586, 2.1420)  0.225

Computed properties:
DFT total energy: -3610.2643 hartree
strongest force on any atom: 0.0528 Eh/bohr
total charge: -1
molecular weight: 486.63 g/mol
ΔE to the lowest compared entry with this formula, charge and spin: 0.0 kJ/mol



[3]
Here is one molecule with the formula C3H5NS from the Open Molecules 2025 dataset. Energies are from ωB97M-V with the def2-TZVPD basis set.

Each line ends with the natural charge from an NBO analysis.
Cartesian coordinates (Å):
C (-1.0808, 1.0295, -0.2080)  -0.102
C (0.0854, -0.8226, 0.4439)  -0.218
C (1.2915, -0.1971, -0.1584)  -0.253
H (-0.9166, 2.0042, -0.7191)  0.196
H (-0.2719, -1.8632, -0.1026)  0.200
H (0.0300, -0.6310, 1.5155)  0.212
H (1.8467, -0.6312, -0.9974)  0.223
H (1.7796, 0.3716, 0.5855)  0.204
N (-0.1427, 0.0778, -0.4934)  -0.411
S (-2.6211, 0.6620, 0.1341)  -0.050

Computed properties:
SMILES: S=CN1CC1
DFT total energy: -570.1343 hartree
strongest force on any atom: 0.1577 Eh/bohr
total charge: 0
molecular weight: 87.15 g/mol
ΔE to the lowest compared entry with this formula, charge and spin: 263.1 kJ/mol



[4]
Here is C4H9NO2 as an isolated structure from the Open Molecules 2025 dataset. Energies are from ωB97M-V with the def2-TZVPD basis set.

Each line ends with the natural charge from an NBO analysis.
Cartesian coordinates (Å):
C (1.9563, -0.5946, -0.9814)  -0.423
N (0.8493, 0.3535, -0.8969)  -0.554
C (0.4742, 0.7190, 0.3283)  0.399
O (-0.4431, 1.7484, 0.4538)  -0.534
C (-1.5682, 0.9565, 0.8508)  -0.085
C (-1.0981, -0.4616, 0.5701)  -0.335
O (-1.1823, -0.9368, -0.7777)  -0.755
H (1.7324, -1.5478, -0.4843)  0.197
H (2.1635, -0.7948, -2.0347)  0.216
H (2.8506, -0.1538, -0.5317)  0.201
H (1.2010, 0.6124, 1.1378)  0.175
H (-1.7980, 1.1156, 1.9127)  0.185
H (-2.4348, 1.2312, 0.2401)  0.197
H (-0.6362, -1.0879, 1.3389)  0.223
H (-2.0339, -1.1239, 0.2511)  0.463
H (-0.0325, -0.0354, -1.3769)  0.431

Computed properties:
DFT total energy: -362.8518 hartree
strongest force on any atom: 0.0099 Eh/bohr
total charge: 0
molecular weight: 103.12 g/mol
ΔE to the lowest compared entry with this formula, charge and spin: 613.7 kJ/mol



[5]
Here is C24H20CoN4O3 as an isolated structure from the Open Molecules 2025 dataset. Energies are from ωB97M-V with the def2-TZVPD basis set.

Each line ends with the natural charge from an NBO analysis.
Cartesian coordinates (Å):
Co (-0.1675, 0.1949, -0.7417)  1.441
C (-3.9425, -1.2791, -1.2463)  -0.239
O (-4.6569, -0.1874, -0.7100)  -0.496
C (-4.0826, 1.0366, -0.5356)  0.258
C (-4.9530, 2.0465, -0.1441)  -0.214
C (-4.4915, 3.3354, 0.0876)  -0.228
C (-3.1573, 3.6391, -0.0685)  -0.186
C (-2.2317, 2.6492, -0.4341)  -0.189
C (-0.8492, 2.9498, -0.5625)  0.145
N (0.0740, 2.0408, -0.7996)  -0.324
N (1.3649, 2.4147, -0.8301)  -0.407
C (2.1613, 1.3666, -0.8411)  0.557
O (1.6524, 0.1759, -0.8915)  -0.709
C (3.6031, 1.5240, -0.6967)  -0.081
C (4.1764, 2.7904, -0.5873)  -0.170
C (5.5285, 2.9158, -0.3413)  -0.223
C (6.3195, 1.7854, -0.1907)  -0.186
C (5.7621, 0.5254, -0.3390)  -0.221
C (4.4125, 0.3893, -0.5927)  -0.175
C (-2.7005, 1.3164, -0.6781)  0.299
O (-1.8748, 0.3707, -1.0342)  -0.687
H (-4.6947, -2.0547, -1.3880)  0.189
H (-3.1682, -1.6444, -0.5641)  0.191
H (-3.4834, -1.0427, -2.2078)  0.183
H (-5.9953, 1.7950, -0.0302)  0.230
H (-5.1904, 4.1002, 0.3938)  0.219
H (-2.8024, 4.6459, 0.0938)  0.212
H (-0.5240, 3.9771, -0.4301)  0.211
H (3.5377, 3.6525, -0.6859)  0.233
H (5.9700, 3.8971, -0.2468)  0.216
H (7.3676, 1.8867, 0.0523)  0.215
H (6.3808, -0.3540, -0.2395)  0.218
H (3.9596, -0.5854, -0.6994)  0.236
N (-0.2217, 0.0435, 1.5218)  -0.853
C (-0.2210, -1.3854, 1.7577)  0.042
C (-0.2136, -1.9078, 3.0460)  -0.257
C (-0.1728, -3.2801, 3.2409)  -0.217
C (-0.1428, -4.1361, 2.1596)  -0.256
C (-0.1552, -3.6437, 0.8412)  0.024
C (-0.1309, -4.4651, -0.3027)  -0.284
C (-0.1607, -3.8759, -1.5600)  -0.270
C (-0.1848, -2.5020, -1.6721)  -0.023
N (-0.1983, -1.6867, -0.6073)  -0.585
C (-0.1932, -2.2336, 0.6410)  0.147
H (-1.0080, 0.4915, 1.9907)  0.393
H (0.6294, 0.4576, 1.9024)  0.391
H (-0.2316, -1.2420, 3.8958)  0.205
H (-0.1602, -3.6754, 4.2453)  0.210
H (-0.1060, -5.2018, 2.3215)  0.207
H (-0.0876, -5.5381, -0.2021)  0.203
H (-0.1560, -4.4779, -2.4538)  0.216
H (-0.1905, -2.0136, -2.6356)  0.192

Computed properties:
DFT total energy: -2754.0383 hartree
strongest force on any atom: 0.0462 Eh/bohr
total charge: 0
molecular weight: 471.38 g/mol
spin multiplicity: 4
ΔE to the lowest compared entry with this formula, charge and spin: 239.0 kJ/mol